This record from the Open Molecules 2025 dataset describes C22H28N4O4 in the gas phase. The level of theory is ωB97M-V/def2-TZVPD.

Calculated values
- HOMO level: -8.357 eV
- ΔE to the lowest compared entry with this formula, charge and spin: 1.9849 eV
- Structure (SMILES): COc1cc(CN2CCNC(=O)[C@H]2CC(=O)N(C)Cc2cccnc2)cc(OC)c1
- 2S+1: 1
- Lowest unoccupied orbital energy: 0.73 eV

Last column: natural (NBO) charge in e.
Geometry (Å):
C1 -6.374486 -2.602315 -1.254998  -0.252
O1 -5.332107 -2.461037 -0.320570  -0.490
C2 -4.754495 -1.236861 -0.174977  0.330
C3 -3.728694 -1.160476 0.771801  -0.290
C4 -3.083137 0.036005 1.002119  0.004
C5 -1.984358 0.142421 2.025697  -0.222
N1 -0.817687 0.806621 1.472700  -0.451
C6 0.202842 1.140662 2.448804  -0.248
C7 1.065448 2.249311 1.852889  -0.207
N2 1.463842 1.904461 0.508795  -0.599
C8 0.849809 1.034278 -0.302039  0.689
O2 1.198014 0.887637 -1.463190  -0.659
C9 -0.259021 0.182084 0.297468  -0.131
C10 0.300819 -1.271982 0.465688  -0.523
C11 1.789899 -1.344771 0.756799  0.697
O3 2.224043 -1.128103 1.880665  -0.662
N3 2.616452 -1.712948 -0.246206  -0.436
C12 2.212994 -1.969149 -1.612160  -0.434
C13 4.015388 -1.907590 0.069187  -0.235
C14 4.929017 -0.795215 -0.376416  -0.070
C15 6.301837 -0.925863 -0.188342  -0.165
C16 7.140065 0.111018 -0.556334  -0.254
C17 6.568314 1.255048 -1.093658  0.025
N4 5.268764 1.388744 -1.284447  -0.417
C18 4.471849 0.389625 -0.943973  0.017
C19 -3.441731 1.175215 0.285343  -0.319
C20 -4.447018 1.101349 -0.664445  0.335
O4 -4.872715 2.144348 -1.430652  -0.494
C21 -4.226168 3.385784 -1.285667  -0.252
C22 -5.109328 -0.107821 -0.891507  -0.358
H1 -6.034990 -2.380784 -2.271798  0.177
H2 -7.224470 -1.958361 -1.008170  0.177
H3 -6.683274 -3.644960 -1.197099  0.200
H4 -3.465106 -2.054625 1.313877  0.220
H5 -1.760814 -0.854945 2.438912  0.173
H6 -2.336723 0.765535 2.855303  0.212
H7 0.831615 0.280278 2.710540  0.226
H8 -0.277818 1.510996 3.356221  0.204
H9 0.496242 3.188481 1.831092  0.185
H10 1.961977 2.396290 2.460743  0.207
H11 2.210953 2.443142 0.090037  0.412
H12 -1.061232 0.128761 -0.447269  0.248
H13 -0.202815 -1.726560 1.320723  0.240
H14 0.051120 -1.845854 -0.422036  0.232
H15 1.682448 -2.922799 -1.696614  0.191
H16 1.587066 -1.160368 -1.988619  0.253
H17 3.106660 -2.014395 -2.230724  0.214
H18 4.349833 -2.856296 -0.367476  0.201
H19 4.083719 -1.987984 1.160645  0.256
H20 6.703776 -1.831324 0.245934  0.210
H21 8.208541 0.036309 -0.424179  0.217
H22 7.175214 2.101845 -1.386738  0.190
H23 3.422168 0.549074 -1.145188  0.217
H24 -2.909000 2.090056 0.483298  0.225
H25 -4.353327 3.788954 -0.275827  0.176
H26 -4.704168 4.052218 -2.002041  0.200
H27 -3.158676 3.311145 -1.515697  0.180
H28 -5.887346 -0.114319 -1.636218  0.229

Atoms 1-3, force components in eV/Å:
-0.18 -0.02 -0.16
0.28 0.16 0.21
0.01 0.17 -0.03